{"formula": "C31H44BrN3OP2Pd", "method": "ωB97M-V/def2-TZVPD", "charge": 4, "spin_multiplicity": 5, "s2": 6.02, "e_above_lowest_ev": 0.000, "fmax_ev_per_a": 5.10, "symbols": ["C", "C", "C", "C", "N", "C", "C", "C", "C", "C", "C", "C", "C", "C", "Pd", "P", "H", "H", "H", "H", "H", "H", "H", "H", "C", "C", "H", "H", "H", "H", "H", "C", "C", "H", "H", "H", "H", "H", "C", "C", "H", "H", "H", "H", "H", "Br", "P", "C", "C", "H", "H", "H", "H", "H", "C", "C", "H", "H", "H", "H", "H", "C", "C", "H", "H", "H", "H", "H", "N", "C", "O", "C", "C", "C", "N", "C", "C", "H", "H", "H", "H", "H", "H"], "xyz": [[-0.4644, 6.0748, -6.1606], [-0.6775, 4.8167, -6.7697], [-0.9441, 4.8075, -8.1489], [-1.0757, 6.0173, -8.8290], [-0.9124, 7.1917, -8.2408], [-0.6053, 7.2343, -6.9455], [-0.6744, 3.5323, -6.0614], [-0.7982, 3.0143, -4.8474], [-1.1336, 2.8255, -3.4694], [-0.1519, 2.3158, -2.6037], [-0.5186, 1.5447, -1.5090], [-1.8660, 1.2306, -1.2964], [-2.8495, 1.8929, -2.0371], [-2.4861, 2.6498, -3.1482], [-0.5145, 1.5982, -6.0998], [2.0843, -0.8944, -1.7543], [-1.0664, 3.8661, -8.6726], [-0.2010, 6.1739, -5.1140], [-1.3258, 6.0219, -9.8940], [-0.4679, 8.2335, -6.5061], [-3.2400, 3.0245, -3.8324], [0.8842, 2.4170, -2.9062], [-3.8893, 1.7537, -1.7956], [0.2438, 1.1416, -0.8463], [2.0830, -2.4712, -0.7755], [2.9847, -3.6184, -1.2251], [1.0295, -2.8015, -0.7697], [2.3266, -2.1839, 0.2614], [2.9562, -4.4114, -0.4643], [2.6511, -4.0666, -2.1713], [4.0346, -3.3160, -1.3315], [2.8915, -1.3273, -3.3639], [3.5416, -0.1407, -4.0750], [2.0883, -1.7342, -3.9889], [3.6121, -2.1327, -3.1975], [3.4179, -0.2631, -5.1612], [3.0880, 0.8261, -3.8002], [4.6219, -0.0854, -3.8739], [3.4244, 0.0444, -0.8939], [4.8060, -0.6020, -0.8978], [3.0742, 0.2146, 0.1370], [3.4623, 1.0303, -1.3835], [5.5498, 0.1514, -0.6077], [4.8820, -1.4217, -0.1743], [5.1053, -0.9799, -1.8823], [-2.3423, 0.0370, 0.0332], [-2.0695, -2.6696, -3.9257], [-0.2711, -2.9854, -3.7013], [0.0442, -4.4794, -3.8032], [0.0289, -2.5838, -2.7179], [0.2435, -2.4242, -4.4914], [1.1275, -4.6488, -3.8312], [-0.3541, -5.0519, -2.9556], [-0.3807, -4.9117, -4.7183], [-2.5913, -2.9148, -2.1586], [-4.0787, -3.2194, -1.9774], [-2.3081, -2.0105, -1.5907], [-1.9986, -3.7598, -1.7747], [-4.3108, -3.2746, -0.9062], [-4.7259, -2.4533, -2.4196], [-4.3379, -4.1900, -2.4180], [-2.3050, -0.8718, -4.1245], [-2.6867, -0.6111, -5.5807], [-1.3846, -0.3561, -3.8195], [-3.1134, -0.5648, -3.4469], [-2.8833, 0.4578, -5.7373], [-1.8840, -0.9372, -6.2542], [-3.5876, -1.1700, -5.8617], [2.3985, 2.7791, 5.8542], [1.5863, 3.4167, 4.9405], [1.2813, 4.5944, 5.0603], [1.1708, 2.5970, 3.7570], [1.7707, 1.3818, 3.3984], [1.3864, 0.7655, 2.1931], [0.5031, 1.3073, 1.3487], [-0.1234, 2.4277, 1.7247], [0.1854, 3.1183, 2.9038], [2.5958, 3.2954, 6.7028], [2.4289, 1.7750, 5.9175], [2.5441, 0.9050, 4.0038], [1.8265, -0.1910, 1.9027], [-0.9062, 2.8204, 1.0700], [-0.3243, 4.0541, 3.1161]], "forces_ev_per_angstrom": [[-0.238, 0.403, -0.016], [0.135, -0.855, -0.286], [-0.042, -0.017, -0.200], [-0.047, -0.571, -0.261], [-0.021, 0.235, 0.109], [0.200, -0.546, 0.614], [-0.239, 2.485, 1.549], [0.278, 1.723, -1.267], [-0.157, -1.255, 0.347], [-0.264, -0.226, -0.319], [0.133, -0.239, -0.300], [0.295, 1.473, -0.498], [0.359, -0.158, -0.138], [0.029, -0.007, 0.113], [0.128, -1.401, -1.074], [3.597, -1.661, 0.429], [-0.059, 0.112, -0.009], [-0.082, -0.091, -0.046], [0.119, 0.045, 0.358], [-0.032, -0.573, -0.187], [-0.058, 0.052, 0.196], [0.057, 0.108, 0.281], [-0.225, -0.052, -0.004], [-0.258, 0.079, -0.075], [-1.408, 0.145, 0.453], [0.375, -0.256, -0.463], [0.331, -0.147, 0.294], [-0.200, 0.080, -0.362], [-0.108, 0.282, -0.147], [0.126, 0.163, 0.271], [-0.310, -0.073, 0.025], [-1.142, 0.500, -0.529], [0.139, 0.386, -0.366], [0.311, -0.122, 0.035], [-0.234, 0.005, 0.320], [0.154, 0.089, 0.354], [0.189, -0.285, -0.127], [-0.439, 0.061, -0.026], [-1.063, 1.446, 0.150], [0.400, -0.635, -0.123], [0.126, 0.048, -0.388], [0.059, -0.187, 0.221], [-0.282, -0.065, -0.052], [-0.082, 0.141, -0.188], [-0.044, 0.112, 0.274], [-0.289, -0.422, 0.598], [1.112, 1.070, 3.481], [0.078, -0.326, -1.192], [0.131, -0.436, -0.058], [-0.502, 0.071, -0.300], [0.000, -0.149, 0.116], [-0.264, 0.054, -0.022], [0.054, 0.193, -0.167], [0.200, 0.081, 0.190], [-0.720, -1.282, -0.324], [-0.261, -0.113, 0.228], [0.125, -0.039, -0.646], [-0.135, 0.217, -0.146], [0.021, 0.033, -0.277], [0.120, -0.096, 0.082], [0.037, 0.258, 0.098], [-0.651, -0.220, -0.808], [0.031, 0.547, -0.198], [-0.014, -0.206, 0.037], [0.192, -0.189, -0.148], [-0.091, -0.203, -0.079], [-0.075, 0.017, -0.094], [0.172, 0.246, -0.033], [-1.578, 2.207, -0.977], [2.427, -4.297, 1.292], [-0.481, 1.493, 0.082], [-0.810, 0.276, -1.473], [0.180, -0.123, 0.094], [-0.034, 0.768, 0.562], [-0.033, -0.005, 0.682], [0.282, 0.043, 0.333], [0.109, -0.166, -0.062], [0.267, -0.028, 0.193], [-0.202, -0.180, -0.109], [-0.216, 0.144, -0.235], [-0.076, 0.298, 0.199], [0.348, -0.118, 0.089], [0.043, -0.169, 0.050]], "lowdin_spin": [0.0461, 0.0353, 0.0535, -0.0088, 0.0614, -0.0094, 0.1178, 0.2401, 0.0309, 0.0195, 0.0293, 0.0069, 0.0029, 0.0184, 0.4044, 0.5702, 0.0014, 0.0014, -0.0013, -0.0013, 0.0010, 0.0012, 0.0003, 0.0147, 0.0757, 0.0264, 0.0083, 0.0019, 0.0057, 0.0008, 0.0005, 0.0910, 0.0029, 0.0040, 0.0184, 0.0003, 0.0024, 0.0004, 0.0741, 0.0383, -0.0001, 0.0009, 0.0083, 0.0006, 0.0014, 0.0086, 0.6148, 0.0918, 0.0090, 0.0213, -0.0005, -0.0003, 0.0003, 0.0035, 0.0925, 0.0072, 0.0198, 0.0002, -0.0001, 0.0006, 0.0016, 0.0923, 0.0191, 0.0119, 0.0018, 0.0004, 0.0020, 0.0039, 0.0932, 0.0845, 0.7435, 0.0546, 0.0044, 0.0083, -0.0034, 0.0048, 0.0023, 0.0011, 0.0036, 0.0005, 0.0012, 0.0008, 0.0007]}